1.
{
  "formula": "C8H12F3O4Tl",
  "method": "ωB97M-V/def2-TZVPD",
  "homo_ev": -9.979,
  "largest_force_ha_per_bohr": 0.07726,
  "e_tot_ha": -1084.57407,
  "orbital_gap_ev": 1.83,
  "multiplicity": 1,
  "lumo_ev": -8.14,
  "symbols": ["H", "C", "O", "C", "F", "H", "F", "H", "H", "H", "H", "C", "H", "H", "O", "C", "O", "O", "Tl", "C", "F", "C", "H", "C", "C", "H", "H", "H"],
  "positions_angstrom": [[9.96, -2.61, -16.93], [7.25, -1.55, -17.54], [1.09, -4.99, -25.61], [2.10, -5.83, -25.47], [8.02, -7.26, -23.72], [7.00, -1.77, -16.50], [8.10, -8.34, -17.13], [2.37, -4.75, -28.07], [8.68, -0.26, -18.41], [1.98, -7.53, -26.73], [10.53, -1.75, -18.43], [0.52, -5.01, -26.95], [1.40, -6.00, -28.77], [-0.12, -5.87, -26.78], [6.77, -3.72, -18.63], [9.67, -2.07, -17.84], [8.79, -2.92, -18.63], [2.71, -6.03, -24.38], [5.54, -8.74, -20.54], [2.40, -6.53, -26.78], [2.19, -10.46, -22.80], [8.69, -0.91, -17.54], [3.47, -6.64, -26.94], [7.55, -2.86, -18.29], [1.70, -5.56, -27.81], [8.92, -0.29, -16.67], [0.08, -4.05, -27.24], [6.46, -0.97, -18.01]]
}


2.
{
  "formula": "C8H12FINO",
  "method": "ωB97M-V/def2-TZVPD",
  "smiles": "CC1=C[C@@H]([C@@](C)(F)I)/C(=C/[NH3+])O1",
  "relative_energy_kcal_mol": 42.4,
  "homo_ev": -12.014,
  "charge": 1,
  "largest_force_ha_per_bohr": 0.12003,
  "e_tot_ha": -839.21846,
  "orbital_gap_ev": 8.57,
  "multiplicity": 1,
  "lumo_ev": -3.44,
  "symbols": ["H", "H", "C", "C", "C", "H", "C", "C", "H", "H", "C", "H", "H", "H", "I", "F", "C", "C", "H", "H", "H", "H", "N", "O"],
  "positions_angstrom": [[1.44, 2.79, 0.83], [-0.21, 3.31, 0.86], [2.45, -1.53, 0.98], [0.63, 3.15, 0.22], [1.10, -0.88, 0.64], [-2.37, -2.99, -1.80], [-0.49, 0.80, 0.27], [0.19, 2.05, -0.76], [-1.10, -2.92, -0.52], [3.16, -1.09, 0.33], [0.77, 0.38, 0.99], [-1.24, 1.09, 0.93], [-2.85, -0.48, -1.19], [1.15, 1.06, 1.74], [-1.66, 2.60, -1.93], [1.02, 1.49, -1.56], [-2.11, -1.15, -0.73], [-0.97, -0.55, -0.29], [-2.79, -3.12, -0.36], [2.67, -1.37, 1.96], [0.92, 4.04, -0.43], [2.41, -2.65, 0.76], [-2.16, -2.58, -0.94], [0.04, -1.45, -0.01]]
}


3.
{
  "formula": "C8H12FN",
  "method": "ωB97M-V/def2-TZVPD",
  "smiles": "C=C(F)/C(=N/CC)C1CC1",
  "relative_energy_kcal_mol": 62.1,
  "homo_ev": -9.475,
  "largest_force_ha_per_bohr": 0.11156,
  "e_tot_ha": -466.52835,
  "orbital_gap_ev": 10.23,
  "multiplicity": 1,
  "lumo_ev": 0.75,
  "symbols": ["H", "H", "C", "C", "C", "H", "N", "C", "H", "H", "H", "H", "H", "C", "C", "C", "F", "H", "H", "H", "H", "C"],
  "positions_angstrom": [[3.87, 0.94, 0.24], [2.11, 0.56, 1.89], [2.82, 1.27, -0.06], [-1.79, -1.92, -0.13], [-1.76, 2.05, -0.72], [-2.13, -2.84, 0.51], [0.51, 0.99, 0.55], [-0.49, 0.21, 0.41], [2.61, 2.25, 0.08], [-0.30, -1.51, -1.54], [2.76, 0.94, -1.20], [0.05, -3.03, -0.75], [-2.63, 2.65, -0.87], [-1.71, 0.99, 0.03], [1.80, 0.45, 0.84], [-0.46, -2.07, -0.73], [-2.92, 0.58, 0.63], [-0.34, -1.79, 1.29], [-2.55, -1.38, -0.47], [-0.83, 2.51, -1.08], [1.99, -0.62, 0.59], [-0.61, -1.22, 0.48]]
}


4.
{
  "formula": "C8H12N2O",
  "method": "ωB97M-V/def2-TZVPD",
  "smiles": "COCCC[C@@H](C#N)CC#N",
  "relative_energy_kcal_mol": 95.1,
  "homo_ev": -10.117,
  "largest_force_ha_per_bohr": 0.13532,
  "e_tot_ha": -496.64102,
  "orbital_gap_ev": 10.39,
  "multiplicity": 1,
  "lumo_ev": 0.28,
  "symbols": ["H", "C", "H", "O", "H", "H", "H", "H", "H", "N", "C", "C", "C", "C", "H", "H", "C", "C", "H", "H", "N", "H", "C"],
  "positions_angstrom": [[0.24, 1.55, 1.62], [-0.39, -0.23, 0.41], [-2.23, -0.53, 4.21], [-0.55, 0.11, 2.96], [1.47, -1.34, -0.40], [-0.59, 1.42, -2.29], [-1.21, 0.01, -0.35], [1.52, 1.78, -1.06], [1.81, 0.12, 0.66], [3.69, -0.26, -2.76], [1.36, 0.71, -1.45], [-0.60, 0.75, 1.67], [0.22, 0.66, -2.58], [1.11, -0.26, -0.18], [-1.58, 1.35, 1.49], [-2.53, -0.59, 2.34], [-0.36, -0.82, -2.86], [-1.74, -0.72, 3.19], [-0.61, -1.32, 0.77], [0.67, 1.05, -3.58], [-1.08, -1.79, -2.77], [-1.37, -1.81, 3.09], [2.72, 0.16, -2.16]]
}


5.
{
  "formula": "C8H12N2O2",
  "method": "ωB97M-V/def2-TZVPD",
  "relative_energy_kcal_mol": 48.5,
  "homo_ev": -9.480,
  "largest_force_ha_per_bohr": 0.11070,
  "e_tot_ha": -571.99604,
  "orbital_gap_ev": 10.07,
  "multiplicity": 1,
  "lumo_ev": 0.59,
  "symbols": ["H", "H", "C", "O", "H", "H", "H", "H", "H", "H", "C", "N", "N", "C", "C", "H", "C", "H", "C", "O", "H", "H", "C", "C"],
  "positions_angstrom": [[-2.81, -0.24, 0.08], [-1.56, -2.40, 0.39], [-0.52, -1.94, 0.52], [2.84, 0.54, -1.28], [-3.15, 0.89, -1.00], [2.48, 0.10, 1.64], [-0.33, -1.58, 1.58], [1.53, -1.66, -1.28], [1.22, 1.20, 2.41], [-1.90, -1.40, -1.68], [-1.37, 1.34, 0.11], [-0.18, 0.70, 0.45], [1.02, -0.82, -1.01], [1.20, 1.16, 0.30], [1.97, 1.08, 1.64], [1.24, 2.23, 0.02], [-1.34, -0.55, -1.28], [-1.03, -0.01, -2.16], [1.82, 0.28, -0.75], [-1.61, 2.49, 0.34], [0.31, -2.77, 0.34], [2.70, 1.90, 1.70], [-2.31, 0.38, -0.61], [-0.24, -0.89, -0.47]]
}


6.
{
  "formula": "C8H12N2O2",
  "method": "ωB97M-V/def2-TZVPD",
  "smiles": "C[C@@]12CN1NC(=O)C=C[C@@H]2CO",
  "relative_energy_kcal_mol": 99.0,
  "homo_ev": -9.021,
  "largest_force_ha_per_bohr": 0.09989,
  "e_tot_ha": -571.91562,
  "orbital_gap_ev": 9.55,
  "multiplicity": 1,
  "lumo_ev": 0.53,
  "symbols": ["O", "N", "C", "C", "C", "H", "H", "H", "H", "C", "C", "H", "H", "H", "H", "N", "H", "H", "H", "C", "O", "C", "C", "H"],
  "positions_angstrom": [[-2.36, -3.40, -1.14], [-2.26, -1.27, -0.28], [1.59, 0.76, -0.70], [-0.77, 1.83, 0.61], [0.62, -1.55, -0.96], [2.77, 0.50, -2.33], [-1.78, 2.03, 1.05], [-3.21, -1.54, -0.14], [-0.64, 2.48, -0.27], [-0.61, 0.31, 0.34], [-0.16, -2.59, -0.80], [1.37, 1.75, -1.12], [1.66, -1.70, -1.05], [-0.07, 2.15, 1.41], [-0.35, 0.26, -1.66], [-1.79, -0.44, 0.65], [-0.70, -0.13, 2.46], [0.14, -3.61, -0.88], [0.00, -1.53, 1.63], [0.26, -0.07, -0.85], [2.66, 0.19, -1.38], [-0.59, -0.59, 1.52], [-1.65, -2.47, -0.81], [1.87, 0.79, 0.33]]
}